Below is a structure of composition C21H27N4O10S3Sc, with properties calculated with ωB97M-V with the def2-TZVPD basis set.

## Properties
Kohn-Sham gap = 8.913 eV
Total charge = 0
HOMO energy = -8.6 eV

Cartesian coordinates (Å):
Sc: 1.016 -0.730 -0.514
N: -1.111 0.255 -0.828
N: -2.070 -0.372 -0.009
C: -1.680 -1.617 0.520
O: -2.511 -2.370 0.977
O: -0.391 -1.806 0.501
H: -1.131 1.258 -0.703
H: -1.239 0.051 -1.817
H: -3.026 -0.356 -0.334
O: 3.213 2.433 -2.123
S: 2.437 1.231 -2.161
O: 0.993 1.392 -1.958
O: 2.878 0.196 -1.184
C: 2.687 0.493 -3.773
C: 3.332 1.310 -4.688
C: 3.587 0.873 -5.981
C: 3.195 -0.393 -6.365
C: 2.547 -1.221 -5.457
C: 2.289 -0.797 -4.162
S: 1.470 -2.015 -3.130
O: 1.010 -3.049 -4.004
O: 2.379 -2.395 -2.059
O: 0.354 -1.265 -2.464
H: 3.640 2.295 -4.368
H: 4.093 1.528 -6.678
H: 3.387 -0.748 -7.369
H: 2.227 -2.211 -5.745
C: 0.362 2.017 1.240
O: 1.214 0.888 0.991
H: -0.645 1.633 1.392
H: 0.396 2.702 0.392
H: 0.693 2.522 2.144
H: 2.128 1.141 1.184
N: 1.376 -4.006 0.344
C: 2.508 -3.348 0.668
C: 3.698 -4.069 0.899
C: 4.824 -3.403 1.297
C: 4.771 -2.021 1.493
C: 3.590 -1.384 1.216
N: 2.475 -2.003 0.780
H: 1.439 -4.933 -0.033
H: 0.503 -3.498 0.277
H: 3.695 -5.142 0.756
H: 5.743 -3.948 1.469
H: 5.626 -1.454 1.828
H: 3.526 -0.313 1.342
C: 1.213 -5.428 3.551
C: 1.264 -3.937 3.721
C: 0.149 -3.149 3.477
C: 0.218 -1.767 3.605
C: 1.411 -1.178 3.987
C: 2.545 -1.947 4.224
C: 2.463 -3.319 4.092
S: 1.478 0.598 4.095
C: 1.828 0.725 5.852
O: 2.724 1.073 3.411
H: 0.224 -5.755 3.234
H: 1.461 -5.937 4.484
H: 1.937 -5.750 2.800
H: -0.778 -3.601 3.146
H: -0.652 -1.159 3.389
H: 3.483 -1.468 4.476
H: 3.343 -3.928 4.262
H: 2.767 0.215 6.062
H: 1.009 0.272 6.409
H: 1.912 1.784 6.090

Below is a cluster of 2 separate species, C7H14N2S in total in a non-equilibrium geometry, with properties calculated with ωB97M-V with the def2-TZVPD basis set.

## Properties
SMILES string = CCc1c[nH]cn1.CCS
Kohn-Sham gap = 9.521 eV
Total charge = 0
HOMO energy = -8.7 eV

Cartesian coordinates (Å):
C: -2.378 2.279 0.298
C: -2.335 0.793 -0.129
S: -2.474 2.555 2.076
H: -1.465 2.683 -0.124
H: -3.296 2.684 -0.116
H: -2.700 0.038 0.548
H: -3.425 1.645 2.291
H: -1.288 0.487 -0.206
H: -2.835 0.690 -1.079
C: 0.834 -2.029 -2.074
C: 0.591 -0.870 -3.056
C: 1.538 -1.586 -0.831
C: 2.827 -1.265 -0.543
C: 1.625 -1.175 1.285
N: 0.782 -1.417 0.322
N: 2.894 -1.073 0.816
H: -0.103 -2.401 -1.732
H: 1.435 -2.812 -2.535
H: 1.300 -0.057 -2.909
H: 3.639 -1.086 -1.226
H: 1.295 -0.966 2.289
H: 3.668 -0.688 1.323
H: -0.439 -0.512 -3.078
H: 0.719 -1.183 -4.100

Below is a cluster of 13 separate species, C22H60BO29 in total in a non-equilibrium geometry, with properties calculated with ωB97M-V with the def2-TZVPD basis set.

## Properties
Kohn-Sham gap = 9.507 eV
Total charge = -1
HOMO energy = -7.8 eV

Cartesian coordinates (Å):
O: 1.600 -1.936 -3.078
C: 1.270 -1.538 -2.005
O: 0.892 -0.314 -1.676
B: 0.471 -0.276 -0.269
O: 0.848 -1.592 0.278
C: 1.293 -2.369 -0.699
O: 1.668 -3.495 -0.548
O: -0.969 -0.009 -0.079
C: -1.146 1.099 0.612
O: -2.205 1.596 0.874
C: 0.256 1.656 0.953
O: 1.147 0.830 0.444
O: 0.460 2.662 1.566
O: -1.264 -3.401 -3.587
H: -1.543 -2.741 -4.228
H: -0.303 -3.315 -3.555
O: 4.337 -4.124 -1.938
H: 3.837 -4.468 -2.683
H: 3.732 -4.205 -1.193
O: -3.980 -0.316 2.251
H: -4.776 -0.226 1.721
H: -3.326 0.228 1.794
C: -2.440 -2.965 -0.233
C: -3.479 -4.045 -0.197
O: -2.901 -5.329 -0.053
O: -1.680 -3.095 0.968
H: -2.933 -1.981 -0.230
H: -1.799 -2.957 -1.122
H: -4.014 -4.037 -1.151
H: -4.198 -3.812 0.596
H: -2.181 -5.224 0.583
H: -1.069 -2.354 1.032
C: -3.087 0.979 -2.819
C: -1.746 1.348 -3.403
O: -1.697 2.737 -3.766
O: -4.099 1.553 -3.644
H: -3.176 1.397 -1.817
H: -3.179 -0.112 -2.829
H: -1.471 0.731 -4.260
H: -0.998 1.228 -2.618
H: -2.600 3.071 -3.721
H: -4.958 1.339 -3.270
C: 2.216 -5.448 3.598
C: 1.985 -5.312 2.110
O: 3.154 -4.744 1.538
O: 3.508 -5.957 3.900
H: 1.423 -6.055 4.039
H: 2.139 -4.439 4.033
H: 1.110 -4.684 1.909
H: 1.763 -6.274 1.629
H: 2.874 -4.171 0.814
H: 4.018 -5.896 3.085
C: 3.094 0.547 2.786
C: 3.446 -0.403 1.686
O: 4.342 -1.420 2.106
O: 2.339 -0.063 3.846
H: 2.524 1.402 2.409
H: 4.010 0.934 3.238
H: 3.930 0.146 0.874
H: 2.560 -0.870 1.229
H: 4.110 -1.675 3.005
H: 1.835 -0.788 3.462
C: 3.608 4.239 2.774
C: 2.459 4.882 3.488
O: 1.484 3.948 3.899
O: 3.173 3.787 1.491
H: 4.084 3.420 3.327
H: 4.430 4.969 2.678
H: 2.002 5.640 2.844
H: 2.807 5.331 4.420
H: 1.277 3.368 3.155
H: 3.933 3.710 0.912
C: -1.804 5.583 2.284
C: -0.836 5.788 1.163
O: -1.507 6.264 -0.003
O: -2.469 6.802 2.645
H: -1.281 5.174 3.145
H: -2.570 4.867 1.963
H: -0.344 4.827 0.969
H: -0.014 6.466 1.417
H: -1.059 7.044 -0.334
H: -2.688 7.207 1.797
C: 1.075 -6.368 -2.765
C: 0.028 -6.193 -1.703
O: 0.241 -7.050 -0.602
O: 0.965 -7.651 -3.392
H: 2.080 -6.359 -2.350
H: 0.946 -5.568 -3.508
H: -0.987 -6.329 -2.112
H: -0.018 -5.150 -1.384
H: 0.225 -7.949 -0.947
H: 0.096 -7.694 -3.804
C: -5.217 3.558 0.542
C: -5.955 4.710 -0.094
O: -6.333 4.402 -1.433
O: -4.326 3.050 -0.453
H: -5.865 2.808 0.999
H: -4.583 3.975 1.337
H: -5.328 5.607 -0.068
H: -6.855 4.907 0.491
H: -5.556 3.966 -1.804
H: -3.546 2.700 -0.007
C: 2.716 2.836 -1.805
C: 2.341 2.264 -3.140
O: 3.422 1.537 -3.700
O: 3.799 3.753 -2.021
H: 3.025 2.000 -1.172
H: 1.871 3.374 -1.369
H: 2.036 3.064 -3.823
H: 1.510 1.570 -3.015
H: 4.112 2.162 -3.939
H: 4.421 3.712 -1.293

Below is the ion C7H9O with charge +1 in a non-equilibrium geometry, with properties calculated with ωB97M-V with the def2-TZVPD basis set.

## Properties
Kohn-Sham gap = 8.739 eV
Total charge = +1
HOMO energy = -13.7 eV

Cartesian coordinates (Å):
C: 2.111 -1.085 -0.143
C: 0.942 -1.570 0.160
C: 2.344 0.379 -0.086
C: 1.323 1.225 0.082
C: -0.475 -0.453 0.109
C: -0.107 0.981 0.120
C: -2.774 -0.075 -0.126
O: -1.622 -0.994 0.011
H: 2.760 -1.866 -0.279
H: 0.502 -2.610 0.130
H: 3.290 0.789 -0.109
H: 1.653 2.200 0.088
H: -0.477 1.231 1.066
H: -0.567 1.690 -0.689
H: -2.383 0.903 -0.578
H: -3.444 -0.810 -0.740
H: -3.075 0.067 0.985

Below is a structure of composition C7H9N2P in a non-equilibrium geometry, with properties calculated with ωB97M-V with the def2-TZVPD basis set.

## Properties
Kohn-Sham gap (spin up / spin down) = 7.424 / 7.317 eV
Total charge = 0
Expectation value of S² = 2.016
2S+1 = 3
HOMO energy (spin up / spin down) = -6.7 / -8.8 eV

Cartesian coordinates (Å):
C: -2.157 1.424 -0.928
C: -1.450 0.371 -0.188
C: 1.525 -1.157 -1.494
C: -1.344 1.900 -1.823
C: -1.039 0.686 1.249
C: 2.006 -0.952 -0.071
C: 0.203 -0.226 1.434
N: 0.625 -0.400 -1.992
N: 1.131 0.169 0.465
P: 0.252 0.857 -0.939
H: -3.151 1.556 -0.792
H: -1.629 -0.669 -0.465
H: 1.771 -2.073 -1.995
H: -0.551 1.602 1.359
H: -1.794 0.623 2.110
H: 1.918 -1.760 0.655
H: 3.039 -0.531 -0.083
H: 0.697 -0.233 2.445
H: -0.050 -1.186 1.051

Below is an isolated molecule of C5H12O in a non-equilibrium geometry, with properties calculated with ωB97M-V with the def2-TZVPD basis set.

## Properties
SMILES string = COCC(C)C
Kohn-Sham gap = 10.918 eV
Total charge = 0
HOMO energy = -9.8 eV

Cartesian coordinates (Å):
C: -0.032 -2.330 -1.491
O: 0.389 -1.027 -1.225
C: -0.287 -0.598 -0.079
C: -0.055 0.911 0.103
C: 1.397 1.333 0.422
C: -0.993 1.417 1.192
H: -1.146 -2.346 -1.332
H: 0.394 -3.043 -0.768
H: 0.325 -2.574 -2.498
H: -1.360 -0.965 -0.227
H: 0.059 -1.162 0.809
H: -0.314 1.377 -0.858
H: 2.114 1.039 -0.351
H: 1.451 2.430 0.508
H: 1.746 0.928 1.381
H: -2.028 1.162 0.946
H: -0.742 0.949 2.153
H: -0.919 2.502 1.317

Energy above the lowest of the compared OMol25 structures with the same formula, charge and spin in eV, matching the order above: 0.496 0.943 0.000 1.886 0.649 0.902